Molecular formula: C30H34BaN4O6P4Se2Te
Method: DFT, the ωB97M-V functional and the def2-TZVPD basis

Structure (XYZ):
```
82
Properties=species:S:1:pos:R:3:forces:R:3:lowdin_charge:R:1
Ba 3.039511 1.032715 0.458421 -0.6133 -0.0619 -0.2779 1.59
N 7.334865 0.359464 2.560315 -0.0368 0.0960 0.0140 0.17
C 6.389402 1.546097 2.407971 0.0498 -0.0251 -0.0069 -0.50
C 7.015790 2.810227 2.971392 -0.0118 -0.0656 0.0010 -0.08
P 4.867901 0.940733 3.329735 0.0940 0.2083 0.2434 0.24
O 5.257187 1.314567 4.851976 -0.0167 -0.0634 -0.0282 -0.13
O 4.946988 -0.533683 3.143080 -0.0282 -0.0273 -0.0629 -0.31
O 3.659256 1.728505 2.925543 0.2567 -0.1641 -0.1776 -0.50
P 6.119356 1.669028 0.576389 0.0783 -0.0133 -0.0222 0.17
O 7.652160 1.896562 0.102436 -0.0391 -0.0258 -0.0271 -0.14
O 5.249166 2.836699 0.264733 0.0310 -0.1301 0.1226 -0.40
O 5.669687 0.308049 0.138841 -0.0113 0.1115 0.1324 -0.46
H 6.700561 -0.469748 2.532401 0.0025 0.0070 -0.0184 0.12
H 7.790845 0.383462 3.471975 0.0195 -0.0428 -0.0046 0.16
H 8.037900 0.340083 1.820217 0.0170 -0.0213 0.0091 0.15
H 7.232788 2.698983 4.034752 0.0095 0.0244 0.0000 0.08
H 6.308134 3.629580 2.849699 0.0000 0.0038 0.0000 0.10
H 7.931032 3.070468 2.437563 0.0068 0.0213 0.0105 0.08
H 4.700140 2.022128 5.195222 -0.0293 0.0357 -0.0072 0.08
H 7.769898 2.760145 -0.308885 0.0048 0.0402 -0.0121 0.09
Se -4.502597 0.009830 -0.097747 -0.1414 -0.1308 -0.3039 0.40
P -3.105558 -1.562991 -0.093294 -0.0447 -0.0020 -0.1112 0.56
C -3.355899 -2.743289 -1.454457 -0.0133 0.0011 -0.0258 -0.34
C -2.764636 -4.005028 -1.418202 0.0247 0.0046 0.0314 -0.08
C -2.950971 -4.883946 -2.471906 -0.0109 -0.0021 -0.0326 -0.08
C -3.722181 -4.508706 -3.565452 0.0075 -0.0079 0.0105 -0.09
C -4.312128 -3.254623 -3.602282 0.0090 0.0023 0.0066 -0.08
C -4.132998 -2.372368 -2.545174 -0.0134 0.0188 -0.0037 -0.11
C -3.219139 -2.568335 1.415635 -0.0040 -0.0099 0.0186 -0.35
C -2.143275 -2.808647 2.260740 0.0498 0.0042 0.0228 -0.08
C -2.324401 -3.552103 3.421212 -0.0177 -0.0051 0.0011 -0.08
C -3.573187 -4.064441 3.732696 -0.0017 -0.0006 -0.0039 -0.09
C -4.650296 -3.831337 2.884895 0.0099 -0.0063 0.0138 -0.08
C -4.476081 -3.081254 1.735869 -0.0178 0.0175 -0.0141 -0.10
C -1.361838 -1.118763 -0.219451 -0.0162 -0.0668 -0.0990 -0.45
C -0.633614 0.071642 -0.246112 -0.0867 0.0233 0.1195 -0.47
N 0.665342 -0.287009 -0.273394 0.1977 0.3116 -0.1852 -0.20
N 0.736655 -1.607799 -0.293801 0.0387 -0.0536 0.0785 -0.07
N -0.468498 -2.131175 -0.264760 0.0661 0.0517 0.0136 0.00
P -1.071954 1.809993 -0.317587 0.0072 -0.1114 0.0915 0.59
Se 0.567033 3.181572 -0.170368 0.0751 -0.0999 0.0365 0.22
C -1.859877 2.066367 -1.931572 -0.0293 0.0007 -0.0113 -0.35
C -1.955622 1.035920 -2.860733 -0.0551 -0.0681 0.0759 -0.09
C -2.501496 1.271980 -4.113492 -0.0371 -0.0076 -0.0151 -0.07
C -2.964617 2.534950 -4.444511 0.0057 0.0179 -0.0096 -0.08
C -2.850990 3.573673 -3.529761 0.0157 -0.0190 -0.0155 -0.07
C -2.283782 3.345045 -2.287820 -0.0148 0.0486 0.0017 -0.10
C -2.224077 2.078477 1.052077 0.0334 0.1548 0.0556 -0.41
C -2.975600 3.248650 1.116272 0.0567 -0.0230 -0.0214 -0.10
C -3.850366 3.457172 2.168120 -0.0387 -0.0366 0.0149 -0.07
C -3.967469 2.508738 3.176323 0.0085 -0.0051 -0.0173 -0.08
C -3.200060 1.356569 3.131832 0.0834 0.0377 0.0173 -0.08
C -2.332027 1.140926 2.072483 0.1139 0.0933 0.1426 -0.15
H -2.151349 -4.291771 -0.574408 0.0064 0.0048 0.0113 0.10
H -2.492974 -5.864036 -2.441347 0.0022 -0.0003 0.0031 0.10
H -3.866845 -5.199305 -4.386669 0.0011 -0.0019 0.0006 0.10
H -4.920631 -2.963848 -4.449057 -0.0001 0.0030 0.0019 0.10
H -4.605750 -1.397035 -2.547243 0.0099 -0.0058 -0.0042 0.05
H -1.159134 -2.437083 2.009646 -0.0240 -0.0072 0.0229 0.09
H -1.482182 -3.734566 4.076139 0.0001 0.0041 -0.0017 0.10
H -3.710618 -4.646251 4.635187 -0.0011 -0.0002 0.0000 0.10
H -5.627857 -4.228676 3.125308 0.0002 0.0001 -0.0005 0.10
H -5.319316 -2.873608 1.087505 0.0020 0.0037 -0.0021 0.10
H -1.607275 0.042307 -2.614829 -0.0083 -0.0381 0.0355 0.10
H -2.572333 0.459276 -4.825108 0.0038 0.0020 0.0020 0.11
H -3.401253 2.715869 -5.418335 0.0008 -0.0005 0.0017 0.10
H -3.188947 4.568073 -3.790447 0.0004 0.0008 0.0038 0.11
H -2.144168 4.176171 -1.609740 0.0120 -0.0095 0.0084 0.08
H -2.886472 4.003277 0.347752 -0.0021 -0.0040 -0.0087 0.09
H -4.442107 4.362551 2.201812 0.0013 0.0039 -0.0001 0.11
H -4.656073 2.671233 3.995399 -0.0004 0.0008 -0.0009 0.10
H -3.285506 0.611184 3.911871 -0.0023 -0.0085 -0.0081 0.11
H -1.753137 0.227572 2.039487 0.0031 0.0207 0.0223 0.09
C 1.918230 1.016124 -4.194092 -0.0787 0.0239 0.0651 -0.46
Te 3.764071 0.914740 -3.141242 0.0250 -0.0016 0.0183 1.08
C 3.715293 -1.212764 -3.036141 0.0091 -0.0223 0.0494 -0.45
H 2.035952 0.558921 -5.172579 -0.0073 -0.0034 -0.0019 0.00
H 1.637042 2.060748 -4.304199 0.0110 0.0071 0.0135 0.00
H 1.155824 0.499914 -3.615139 -0.0123 0.0046 -0.0091 -0.01
H 2.793761 -1.524971 -2.548492 0.0046 -0.0228 -0.0012 -0.01
H 4.570725 -1.543948 -2.451173 0.0046 0.0171 0.0038 0.00
H 3.776664 -1.623890 -4.039885 -0.0046 -0.0103 0.0039 0.00
```
Forces are in eV/Å.

Calculated values
* relative energy (zero: lowest compared OMol25 entry of this formula, charge and spin): 0.0 kJ/mol
* orbital gap: 0.27558 hartree
* HOMO level: -7.54 eV
* LUMO: -0.042 eV
* DFT total energy: -8296.23581 a.u.